1.
{"formula": "C8H11BInN2O2", "method": "ωB97M-V with the def2-TZVPD basis set", "orbital_gap_ev": 7.5, "total_charge": -1, "total_energy_ha": -786.46309, "e_homo_ev": -4.6, "symbols": ["C", "C", "B", "O", "In", "O", "C", "N", "C", "C", "C", "N", "C", "C", "H", "H", "H", "H", "H", "H", "H", "H", "H", "H", "H"], "positions_angstrom": [[-0.700, -2.087, -2.757], [-1.725, -1.484, -1.796], [-1.223, -1.474, -0.289], [-0.731, -2.691, 0.192], [-1.270, 0.414, 1.031], [-1.574, -0.072, 3.094], [-1.191, -1.214, 3.390], [-0.870, -2.312, 3.700], [0.674, 1.471, 0.761], [1.813, 1.262, 1.503], [2.952, 1.943, 1.236], [3.126, 2.830, 0.267], [2.020, 3.015, -0.439], [0.830, 2.406, -0.235], [-1.087, -2.078, -3.769], [0.219, -1.522, -2.716], [-0.483, -3.111, -2.494], [-2.623, -2.101, -1.825], [-2.000, -0.479, -2.100], [-1.386, -3.154, 0.717], [-2.564, 1.520, 0.532], [1.808, 0.555, 2.311], [3.817, 1.740, 1.851], [2.093, 3.724, -1.252], [0.000, 2.664, -0.867]], "forces_ev_per_angstrom": [[-0.385, 0.153, 0.085], [0.581, 0.197, 0.287], [-0.183, -0.411, 0.450], [-0.239, 0.046, -0.760], [0.016, 0.321, -1.385], [-0.032, 0.689, 0.003], [0.526, -2.680, 1.006], [-0.478, 1.796, -0.541], [-1.101, -0.442, 0.579], [-0.786, -0.802, 0.586], [1.858, 0.212, 0.406], [-0.204, -0.093, 0.058], [0.990, 1.260, -1.071], [-1.199, -0.333, -0.217], [0.074, 0.032, -0.365], [0.381, 0.132, -0.156], [0.143, -0.333, 0.153], [-0.338, -0.065, 0.125], [-0.157, 0.162, -0.212], [0.218, -0.066, 0.659], [0.073, 0.045, 0.319], [0.094, -0.260, 0.335], [0.299, 0.041, 0.137], [0.122, 0.240, -0.187], [-0.273, 0.159, -0.295]]}

2.
{"formula": "C25H27N3O6S", "method": "ωB97M-V with the def2-TZVPD basis set", "smiles": "COc1ccc(-c2nc(NC(=O)c3ccc(OCC(=O)N4CCOCC4)c(OC)c3)sc2C)cc1", "orbital_gap_ev": 8.1, "total_charge": 0, "total_energy_ha": -1982.74992, "relative_energy_kj_mol": 271.86, "e_homo_ev": -7.6, "symbols": ["C", "O", "C", "C", "C", "C", "C", "N", "C", "N", "C", "O", "C", "C", "C", "C", "O", "C", "C", "O", "N", "C", "C", "O", "C", "C", "C", "O", "C", "C", "S", "C", "C", "C", "C", "H", "H", "H", "H", "H", "H", "H", "H", "H", "H", "H", "H", "H", "H", "H", "H", "H", "H", "H", "H", "H", "H", "H", "H", "H", "H", "H"], "positions_angstrom": [[1.439, 4.917, -0.171], [0.103, 5.064, 0.260], [-0.737, 4.005, 0.126], [-0.361, 2.743, -0.328], [-1.304, 1.740, -0.422], [-2.638, 1.962, -0.086], [-3.577, 0.853, -0.208], [-3.066, -0.409, -0.073], [-3.952, -1.321, -0.179], [-3.762, -2.673, -0.082], [-2.591, -3.397, 0.026], [-2.624, -4.590, -0.189], [-1.352, -2.684, 0.418], [-1.302, -1.793, 1.480], [-0.091, -1.234, 1.844], [1.075, -1.560, 1.170], [2.308, -1.109, 1.581], [2.529, 0.287, 1.599], [3.167, 0.826, 0.312], [2.750, 1.863, -0.181], [4.182, 0.135, -0.228], [4.878, -1.001, 0.333], [6.353, -0.629, 0.530], [6.945, -0.201, -0.674], [6.269, 0.919, -1.200], [4.795, 0.601, -1.458], [1.034, -2.469, 0.096], [2.221, -2.735, -0.513], [2.239, -3.696, -1.542], [-0.184, -3.029, -0.259], [-5.580, -0.714, -0.495], [-4.922, 0.903, -0.461], [-5.807, 2.065, -0.738], [-3.002, 3.220, 0.392], [-2.066, 4.226, 0.495], [1.926, 5.864, 0.059], [1.487, 4.734, -1.249], [1.951, 4.103, 0.346], [0.662, 2.531, -0.593], [-1.012, 0.757, -0.761], [-4.571, -3.245, -0.299], [-2.190, -1.556, 2.040], [-0.043, -0.552, 2.679], [3.200, 0.495, 2.441], [1.598, 0.844, 1.747], [4.804, -1.834, -0.374], [4.432, -1.307, 1.274], [6.432, 0.167, 1.288], [6.925, -1.498, 0.860], [6.342, 1.765, -0.500], [6.778, 1.175, -2.130], [4.717, -0.191, -2.211], [4.260, 1.489, -1.796], [1.635, -3.380, -2.398], [1.886, -4.669, -1.187], [3.280, -3.783, -1.849], [-0.258, -3.740, -1.065], [-6.265, 2.439, 0.180], [-6.608, 1.772, -1.414], [-5.234, 2.870, -1.194], [-4.013, 3.408, 0.716], [-2.339, 5.201, 0.868]], "forces_ev_per_angstrom": [[0.269, -0.052, -0.030], [-0.355, 0.001, 0.103], [-0.234, -0.063, 0.031], [0.281, 0.293, -0.006], [-0.277, 0.078, 0.028], [0.257, 0.166, -0.007], [-1.138, 0.056, -0.168], [0.395, -0.493, -0.031], [-0.943, 0.942, -0.288], [-0.419, -0.643, 0.075], [-0.036, -0.157, -0.023], [0.095, -0.022, -0.065], [0.491, -0.010, 0.286], [0.080, -0.272, -0.097], [0.203, -0.061, 0.012], [-0.054, -0.186, -0.228], [-0.241, -0.192, 0.022], [-0.018, 0.272, 0.030], [-0.249, -0.165, 0.228], [-0.143, 0.276, 0.045], [0.215, -0.104, -0.264], [0.480, -0.105, 0.266], [-0.272, -0.206, 0.115], [0.136, -0.079, -0.062], [-0.283, 0.084, -0.196], [0.247, 0.309, -0.125], [0.059, 0.253, 0.202], [-0.015, 0.211, 0.271], [-0.019, -0.146, -0.174], [-0.036, 0.005, -0.044], [0.779, 0.088, 0.167], [0.396, -0.224, 0.060], [-0.096, 0.004, 0.074], [0.125, -0.122, -0.065], [0.230, 0.175, -0.022], [-0.002, -0.062, -0.047], [0.003, -0.020, 0.020], [-0.046, 0.031, -0.034], [0.112, 0.007, -0.008], [0.057, -0.085, -0.031], [0.289, -0.008, 0.064], [-0.078, 0.072, 0.012], [0.042, 0.048, 0.107], [-0.111, -0.001, -0.101], [0.167, -0.048, -0.055], [-0.019, -0.013, 0.112], [0.062, -0.041, -0.080], [-0.007, -0.072, -0.024], [-0.065, 0.045, 0.058], [-0.009, -0.044, -0.067], [-0.065, 0.056, 0.050], [0.003, 0.043, 0.009], [0.073, -0.129, -0.016], [0.009, -0.019, 0.033], [-0.004, 0.029, -0.012], [-0.077, -0.019, -0.014], [0.053, -0.090, -0.060], [-0.055, 0.107, -0.018], [-0.059, 0.112, -0.068], [-0.038, 0.053, -0.031], [-0.118, 0.025, 0.030], [-0.026, 0.112, 0.049]]}

Number 1: LUMO 0.10927 Ha. Number 2: LUMO 0.01991 Ha.